Entry from the OMol25 dataset: a cluster of 4 separate species, H7O4 in total (ωB97M-V/def2-TZVPD).

Last column: Mulliken charge in e.
Element x y z (Å)
O  -0.10810  0.62506  0.75623  -1.17
H  -0.08999  1.69075  0.66884  0.20
O  -1.03405  -1.92903  1.48364  -0.68
H  -0.88732  -0.98741  1.37727  0.41
H  -0.67765  -2.39328  0.72631  0.27
O  2.24166  0.45141  -0.16147  -0.74
H  1.34054  0.39673  0.25822  0.47
H  2.43891  0.61150  -1.11590  0.25
O  -1.27348  0.82698  -1.59464  -0.70
H  -0.81750  0.82910  -0.74165  0.41
H  -1.13302  -0.12182  -1.65685  0.28

Computed properties:
- energy above the lowest of the compared OMol25 structures with the same formula, charge and spin (eV) = 0.867
- LUMO energy (eV) = 4.41
- Kohn-Sham gap (eV) = 9.02
- charge = -1

***

Entry from the OMol25 dataset: a cluster of 6 separate species, C21H45NO4S3 in total (ωB97M-V/def2-TZVPD).

Last column: Mulliken charge in e.
Element x y z (Å)
C  -3.75552  -56.12140  21.27393  -1.24
C  -3.54010  -54.61510  21.42769  -0.48
C  -4.74589  -54.03834  21.86328  -0.39
C  -4.67654  -52.58351  22.10590  -0.80
N  -5.83356  -51.82509  22.53702  0.84
C  -7.10439  -51.97571  21.70546  -0.65
C  -7.99946  -50.85883  21.94760  -0.04
C  -7.11510  -49.70978  22.37786  0.03
C  -5.77291  -50.31830  22.32939  -1.32
C  -6.02896  -52.19389  23.97777  -0.84
H  -4.81460  -56.58685  21.14572  0.31
H  -3.74747  -56.50328  22.27131  0.37
H  -3.03585  -56.66653  20.51213  0.27
H  -3.20831  -54.33945  20.50617  0.45
H  -2.71576  -54.39166  22.14372  0.32
H  -5.04990  -54.61208  22.84194  0.23
H  -5.51729  -54.35237  21.24383  0.46
H  -4.55264  -52.15024  21.12217  0.26
H  -3.79651  -52.49465  22.79992  0.17
H  -7.48985  -53.14647  21.78890  0.30
H  -6.68852  -51.94962  20.70326  0.36
H  -8.93102  -51.28362  22.50240  -0.07
H  -8.59201  -50.74357  20.96869  0.33
H  -7.27790  -49.37557  23.33078  -0.48
H  -7.39426  -48.76770  21.92214  0.60
H  -5.30370  -50.05856  23.20330  0.69
H  -5.32744  -49.94916  21.49809  0.42
H  -6.25395  -53.30416  23.95144  0.31
H  -6.95776  -51.56659  24.51831  0.13
H  -5.32035  -51.88240  24.67221  0.47
O  -11.08799  -50.51028  25.32989  -0.70
H  -10.42870  -50.01064  24.76169  -0.11
C  -12.69284  -54.53112  22.91189  -1.25
S  -11.78428  -52.99481  23.07851  0.67
O  -11.04310  -52.88352  21.76052  -0.71
C  -13.29182  -51.99527  22.93499  -0.57
H  -13.27916  -54.58346  22.00733  0.29
H  -12.96221  -54.64569  23.98740  0.41
H  -11.94919  -55.13515  22.77078  0.53
H  -12.96486  -51.06589  23.51125  -0.36
H  -13.92313  -52.43007  23.61175  0.59
H  -13.65334  -51.73424  21.77645  0.38
C  -13.56227  -48.61685  22.55599  -0.74
S  -11.72999  -48.52373  22.68778  0.87
O  -11.04374  -48.49911  21.38453  -0.72
C  -11.59075  -46.79207  23.27771  -0.86
H  -13.86634  -47.79207  21.70542  0.26
H  -14.32425  -48.63005  23.35567  0.29
H  -13.59977  -49.63142  22.14596  0.10
H  -12.09231  -45.90122  22.41928  0.23
H  -10.55781  -46.88610  23.36865  0.12
H  -12.08797  -46.65866  24.10627  0.44
C  -13.22171  -50.89803  27.74041  -1.02
S  -13.95811  -51.01553  26.15287  0.87
O  -15.00711  -52.17845  26.19792  -0.77
C  -14.91552  -49.55162  26.33746  -1.00
H  -12.90587  -52.00261  27.88426  0.24
H  -13.85793  -50.67598  28.51012  0.49
H  -12.18960  -50.32323  27.77506  0.20
H  -14.11578  -48.79502  26.31292  0.28
H  -15.49041  -49.40058  27.31874  0.37
H  -15.82019  -49.55495  25.59104  0.25
C  -5.71544  -47.73111  25.41992  -0.87
C  -7.07143  -48.49810  25.87069  -0.79
C  -8.27393  -47.93970  25.72873  -0.02
C  -8.45427  -46.70274  25.16816  -0.05
C  -7.29044  -45.94942  24.78183  -0.48
C  -5.90109  -46.51182  24.91723  -0.45
H  -4.79177  -48.17973  25.35821  0.58
H  -6.91615  -49.34076  26.33123  0.78
H  -9.29795  -48.53319  26.05314  0.10
H  -9.34567  -46.01140  25.16934  0.45
H  -7.53952  -45.05927  24.13073  0.28
H  -5.16106  -45.82475  24.61345  0.45

Computed properties:
- LUMO energy (eV) = -0.18
- Kohn-Sham gap (eV) = 5.72

***

Entry from the OMol25 dataset: a structure of composition C48H62FGeN5O6TeTi (ωB97M-V/def2-TZVPD).

Last column: Löwdin spin population.
Element x y z (Å)
Ti  0.08906  -0.25445  0.33967  0.02
C  7.23097  -3.33332  -0.84386  0.00
C  5.96570  -4.18178  -0.94786  0.00
C  6.08865  -5.53673  -0.27239  0.00
C  6.31615  -5.37261  1.22450  0.00
C  5.29186  -4.43565  1.82513  0.00
C  5.04231  -4.44811  3.17869  0.00
C  4.07877  -3.60743  3.73017  0.00
F  3.88581  -3.64483  5.05448  0.00
C  3.32689  -2.77186  2.96075  0.00
C  3.56729  -2.73308  1.58271  0.00
C  2.75762  -1.86376  0.74361  0.00
O  1.83721  -1.17565  1.25057  0.00
C  3.10997  -1.82140  -0.63292  0.00
C  4.12710  -2.59755  -1.10787  0.00
N  4.82197  -3.44668  -0.35272  0.00
C  4.56380  -3.53986  1.01575  0.00
C  2.33219  -0.97357  -1.56355  0.00
O  2.79772  -0.51907  -2.58977  0.00
O  1.09183  -0.77975  -1.17822  0.00
H  8.08789  -3.88272  -1.23964  0.00
H  7.43839  -3.05977  0.19300  0.00
H  7.11881  -2.41451  -1.42251  0.00
H  5.72927  -4.33166  -1.99904  0.00
H  6.90706  -6.08898  -0.73153  0.00
H  5.17112  -6.10344  -0.44454  0.00
H  7.32319  -4.99206  1.41369  0.00
H  6.24879  -6.33969  1.72285  0.00
H  5.58867  -5.12259  3.83042  0.00
H  2.55259  -2.14586  3.38491  0.00
H  4.39095  -2.55083  -2.15856  0.00
O  -2.03153  2.26300  2.52020  0.00
H  -2.39517  1.57441  3.08746  0.00
H  -1.77511  1.81822  1.67850  0.00
O  0.05351  1.16194  -2.79010  0.01
H  0.83668  0.90085  -3.29794  0.00
H  -0.34927  0.32331  -2.53825  0.00
C  -2.73434  -3.63270  1.17937  0.00
Ge  -0.89119  -3.10193  1.57961  0.00
C  0.17565  -3.77342  0.06561  0.00
C  -0.30148  -4.16114  3.12390  0.00
C  -0.75352  -1.17766  2.01925  0.00
H  -2.92440  -4.61435  1.62310  0.00
H  -2.87591  -3.70846  0.09942  0.00
H  -3.46391  -2.92396  1.57693  0.00
H  -0.28869  -4.70626  -0.26441  0.00
H  1.20347  -3.99484  0.35666  0.00
H  0.17636  -3.08322  -0.77355  0.00
H  -0.34228  -5.22531  2.87201  0.00
H  -0.96011  -3.98674  3.97883  0.00
H  0.72086  -3.91326  3.42059  0.00
H  -0.14641  -1.08885  2.91791  0.00
H  -1.76509  -0.82170  2.22503  0.00
C  -3.88934  9.43237  -0.91000  0.00
C  -3.42378  7.99833  -0.94757  0.00
C  -2.87772  7.44692  -2.10111  0.01
C  -2.45803  6.12366  -2.15365  0.02
C  -1.89626  5.57888  -3.45092  0.02
C  -2.58869  5.33333  -1.00163  0.07
Te  -1.92265  3.28189  -1.20062  0.51
N  -1.42635  1.04157  -0.01181  0.18
C  -2.15054  -0.01049  -0.33943  0.01
O  -1.45065  -1.08055  -0.63404  0.01
C  -3.62611  -0.11478  -0.26369  0.00
C  -4.25731  -1.20304  -0.86538  0.00
C  -5.62406  -1.37974  -0.72412  0.00
C  -6.36487  -0.47437  0.02736  0.00
C  -5.73683  0.60586  0.63630  0.00
C  -4.37076  0.79123  0.48702  0.00
C  -3.83529  2.86690  -2.05463  0.03
C  -4.91982  3.37884  -1.33576  0.02
C  -6.21619  3.16765  -1.75860  0.00
C  -6.44639  2.42484  -2.90877  0.02
C  -5.37445  1.94571  -3.63959  0.00
C  -4.05000  2.16821  -3.25066  0.02
C  -2.96342  1.67673  -4.16985  0.01
C  -3.11382  5.86161  0.18074  0.00
C  -3.26552  5.06891  1.46121  0.02
C  -3.53189  7.19097  0.17864  0.00
H  -3.61694  9.96260  -1.82189  0.00
H  -3.45329  9.95840  -0.05981  0.00
H  -4.97490  9.47796  -0.80207  0.00
H  -2.77258  8.06431  -2.98915  0.00
H  -1.76079  6.37715  -4.17909  0.00
H  -2.57482  4.83658  -3.88567  0.00
H  -0.92914  5.09316  -3.29861  0.01
H  -3.66192  -1.90613  -1.43407  0.00
H  -6.11032  -2.22970  -1.18940  0.00
H  -7.43476  -0.61092  0.13840  0.00
H  -6.31384  1.30670  1.23036  0.00
H  -3.87726  1.62444  0.97584  0.00
H  -4.74790  3.95424  -0.43542  0.00
H  -7.04295  3.57703  -1.19062  0.00
H  -7.45950  2.23937  -3.24733  0.00
H  -5.55344  1.38770  -4.55323  0.00
H  -3.25556  1.84108  -5.20783  0.00
H  -2.79764  0.60341  -4.04176  0.00
H  -2.02254  2.18157  -3.99552  0.01
H  -2.67556  4.15623  1.46372  0.02
H  -4.31224  4.79577  1.63041  0.00
H  -2.94931  5.66416  2.31881  0.00
H  -3.95238  7.60566  1.09143  0.00
C  4.12112  3.29995  -0.89543  0.00
C  2.91552  2.90749  -1.71924  0.00
N  2.01565  2.13058  -0.88253  0.00
C  1.91842  2.23509  0.46212  0.00
N  1.10525  1.40901  1.10463  0.00
C  1.08750  1.54309  2.57322  0.00
C  1.13631  3.00180  2.96713  0.00
C  2.45130  3.56018  2.48051  0.00
N  2.69136  3.15106  1.09169  0.00
C  3.63445  3.99336  0.35738  0.00
H  4.77019  3.96567  -1.46219  0.00
H  4.68723  2.40506  -0.62659  0.00
H  3.20636  2.28249  -2.56118  0.00
H  2.41632  3.80119  -2.10678  0.00
H  1.25492  1.65080  -1.35045  0.00
H  1.95042  1.01591  2.99203  0.00
H  0.18916  1.08578  2.95816  0.00
H  1.04390  3.11996  4.04649  0.00
H  0.30088  3.51716  2.49390  0.00
H  3.27841  3.21700  3.10485  0.00
H  2.44054  4.65089  2.51208  0.00
H  4.46629  4.20477  1.02843  0.00
H  3.16366  4.94778  0.10046  0.00

Computed properties:
- 2S+1 = 2
- energy above the lowest of the compared OMol25 structures with the same formula, charge and spin (eV) = 0.000
- LUMO energy (spin up / spin down) (eV) = -2.36 / -4.08
- ⟨S²⟩ = 0.756
- Kohn-Sham gap (spin up / spin down) (eV) = 7.89 / 6.64
- charge = +1